The following is a quantum chemistry calculation of C47H27EuN10O2S as an isolated structure in a non-equilibrium geometry, from the Open Molecules 2025 dataset.

ORCA input file:
```
! wB97M-V def2-TZVPD RIJCOSX def2/J DEFGRID3
* xyz -1 8
C -0.4090 6.0522 -0.3035
C 2.1752 -0.6200 -4.5419
H -1.0384 -5.3289 1.8281
H -1.3283 3.8991 5.4884
C 2.4329 -3.4675 -0.4980
N 2.5424 -1.2203 -0.3657
S 0.8034 -0.2482 4.1279
C -2.6495 2.2172 5.6854
H -0.8105 6.1923 0.6924
H -2.9469 3.1695 2.0634
C -0.7074 -2.0157 1.2336
H 2.4903 -6.8191 -0.1132
C -0.7436 -2.0322 -0.1986
H 2.1410 -6.1726 2.2453
H -3.7446 0.3733 5.7813
H 1.7068 0.7089 -8.1272
C 0.5221 4.5865 -2.0261
N -0.6506 -0.7572 1.9020
C 1.6419 1.3327 -3.4586
C 2.1319 -1.6686 0.8765
H -0.8834 -2.0069 -4.0255
C 2.3732 -1.4908 -5.6199
N -0.6536 -0.8508 -0.8841
C 1.8030 0.7167 -4.7583
C -4.2571 0.0497 2.1129
H 2.6566 -2.5204 -5.4408
N 1.9296 0.3807 -2.4977
C -0.9710 -4.4144 1.2537
C 0.8289 3.1851 -2.1744
N 0.5056 2.5734 -0.9858
H -5.1495 2.0059 2.2643
C 2.2498 -0.8249 -3.1211
H -0.7313 0.0853 -2.6974
C -0.9154 -3.2459 -2.2742
C -0.5328 0.6936 4.7913
C -0.8409 -3.1781 1.9306
C 2.4052 -5.7696 0.1413
C 0.6123 -0.1035 2.2595
H 2.6930 -5.0936 -1.8818
O 0.5716 -1.6416 4.4600
C -0.2875 7.1048 -1.1807
C -0.7532 -0.8772 -2.1973
H -1.0632 -5.4033 -0.6320
C 1.6329 1.2105 -6.0527
H -0.8052 -3.1305 3.0119
H -3.4849 2.8182 6.0226
N 1.2705 2.6116 -3.3101
H 1.0304 5.5102 -3.9064
C -0.5371 2.0006 1.6719
N 2.4946 -2.0543 -2.5860
C -0.0150 3.5011 -0.0856
C -0.8846 -3.2616 -0.8624
C -3.0148 2.0900 2.0872
C 0.2355 6.9116 -2.4837
H 1.9052 -3.7878 2.8848
C 0.0023 4.7808 -0.7270
O 2.0228 0.4107 4.5250
N 0.5871 1.3206 1.8491
N 1.8254 -0.6368 1.7508
Eu 1.3154 0.5984 -0.2280
C -1.8541 -0.0297 1.9720
C 2.5473 -2.2277 -1.2663
H -1.8273 -0.9977 4.9770
H -5.2039 -0.4758 2.1516
H -3.1301 -1.7623 1.9536
H -0.5955 8.0978 -0.8763
C 1.8326 0.3507 -7.1127
C -1.7353 0.0729 5.1016
H 1.3484 2.2441 -6.2051
C -1.4384 2.8274 5.3853
C -2.7971 0.8431 5.5496
C -0.8733 -2.0617 -2.9463
C 2.2014 -5.3990 1.4890
C -0.3693 2.0662 4.9382
C -0.9855 -4.4597 -0.1061
H 0.5812 2.5176 4.6893
C 2.5220 -4.8118 -0.8495
H -0.9654 -4.1867 -2.8104
C 2.0750 -4.0778 1.8542
C 2.1994 -0.9991 -6.8958
N -0.5909 3.2147 1.0957
H 0.3183 7.7611 -3.1509
C 0.6353 5.6653 -2.9103
C 2.1773 -3.0974 0.8564
H 2.3476 -1.6500 -7.7490
C -4.2309 1.4414 2.1763
C -3.0899 -0.6831 2.0005
C -1.8285 1.3684 1.9926
*
```

* HOMO-LUMO gap (alpha / beta): 4.6 / 5.0 eV
* expectation value of S²: 16.09
* LUMO (alpha / beta): 1.762 / 1.652 eV
* energy above the lowest of the compared OMol25 structures with the same formula, charge and spin: 279.3 kJ/mol
* F_max: 0.022 hartree/bohr
* electronic energy: -98341.1430 eV